A cluster of 2 separate species, C3H5NO2 in total, computed with ωB97M-V/def2-TZVPD.

```
11
Properties=species:S:1:pos:R:3
C -1.528 1.788 -0.027
N -0.855 0.520 -0.080
C -0.869 -0.585 0.383
O -0.765 -1.698 0.760
H -2.588 1.674 -0.275
H -1.439 2.231 0.969
H -1.071 2.463 -0.752
C 2.285 -1.602 -0.226
O 3.314 -1.853 -0.799
H 1.707 -0.679 -0.436
H 1.852 -2.273 0.540
```

Its SMILES is CN=C=O.C=O. As for the total charge: 0. The lowest unoccupied orbital energy is 0.5 eV. For the total energy, the calculation gives -322.511717 hartree. For the max |F|, the calculation gives 0.74 eV/A. As for the HOMO energy: -0.36541 hartree. The energy above the lowest of the compared OMol25 structures with the same formula, charge and spin is 39.3 kcal/mol.